No. 1
A structure of composition C14H36N2O12P2 at a distorted geometry, computed with ωB97M-V with the def2-TZVPD basis set.

- total energy (Ha) = -2249.6112
- net charge = 0
- max |F| (eV/A) = 10.44

Geometry (Å):
1 C 0.79 0.79 -1.22
2 C 1.23 -0.69 -1.20
3 O 2.24 -0.82 -0.28
4 P 2.55 -2.28 0.39
5 O 3.47 -3.10 -0.39
6 O 1.08 -3.02 0.67
7 C 0.82 -4.40 0.86
8 C -0.19 -4.72 2.01
9 O 2.96 -1.96 1.95
10 C 4.17 -1.41 2.43
11 C 3.96 -1.30 4.01
12 H 0.14 1.19 -2.00
13 H 0.42 1.09 -0.24
14 H 1.63 1.47 -1.10
15 H 0.34 -1.20 -0.82
16 H 1.60 -0.84 -2.21
17 H 0.53 -4.74 -0.13
18 H 1.80 -4.85 0.99
19 H -1.22 -4.47 1.73
20 H -0.26 -5.77 2.29
21 H 0.01 -4.01 2.81
22 H 5.02 -1.99 2.07
23 H 4.26 -0.44 1.95
24 H 2.89 -1.39 4.14
25 H 4.22 -2.24 4.50
26 H 4.56 -0.52 4.48
27 C -3.29 3.26 1.00
28 C -3.81 1.81 1.06
29 O -2.85 0.98 1.77
30 P -1.66 0.23 0.93
31 O -1.35 0.59 -0.48
32 O -0.27 0.23 1.87
33 C 0.16 1.41 2.38
34 C 0.26 1.04 3.89
35 O -1.98 -1.32 1.12
36 C -1.56 -2.25 0.13
37 C -2.69 -2.31 -0.85
38 H -3.73 3.66 0.08
39 H -3.57 3.96 1.78
40 H -2.28 3.20 0.60
41 H -4.76 1.74 1.59
42 H -4.04 1.42 0.07
43 H 1.13 1.59 1.92
44 H -0.52 2.22 2.09
45 H 0.70 1.84 4.48
46 H -0.70 0.85 4.38
47 H 0.89 0.16 3.89
48 H -0.67 -1.92 -0.40
49 H -1.33 -3.26 0.48
50 H -3.60 -2.79 -0.48
51 H -2.94 -1.29 -1.15
52 H -2.40 -2.76 -1.80
53 C 0.01 3.51 -5.43
54 N 0.55 4.03 -6.76
55 O -0.23 3.80 -7.61
56 O 1.67 4.57 -6.71
57 H 0.75 3.26 -4.67
58 H -0.51 2.56 -5.56
59 H -0.66 4.26 -5.02
60 C -1.00 1.80 -1.86
61 N 0.03 2.11 -2.87
62 O 1.13 2.50 -2.56
63 O -0.24 1.84 -4.06
64 H -1.84 2.49 -1.92
65 H -0.52 1.86 -0.89
66 H -1.29 0.76 -2.03

No. 2
A structure of composition C14H37AsKN4S4Si3, computed with ωB97M-V with the def2-TZVPD basis set.

- energy above the lowest of the compared OMol25 structures with the same formula, charge and spin (kJ/mol) = 33.7
- total energy (Ha) = -6071.8278
- net charge = -1
- max |F| (eV/A) = 0.73

Geometry (Å):
1 K 1.34 -0.81 2.66
2 S 4.00 -0.85 1.17
3 S 4.32 -0.43 3.19
4 S 4.01 -2.13 4.34
5 S 2.09 -2.23 5.11
6 C -3.84 0.84 0.17
7 Si -3.55 -1.00 0.09
8 C -4.49 -1.65 -1.40
9 C -4.29 -1.83 1.59
10 As -1.23 -1.29 0.23
11 Si -0.45 -0.43 -1.82
12 C -1.40 -0.99 -3.34
13 C 1.34 -0.89 -2.03
14 C -0.58 1.44 -1.73
15 Si -1.02 -3.63 0.05
16 C -2.25 -4.50 -1.06
17 C 0.70 -4.09 -0.51
18 C -1.25 -4.25 1.80
19 H -4.89 1.05 0.38
20 H -3.58 1.33 -0.77
21 H -3.23 1.30 0.96
22 H -5.54 -1.40 -1.25
23 H -4.41 -2.73 -1.51
24 H -4.16 -1.19 -2.34
25 H -5.32 -1.49 1.73
26 H -3.73 -1.59 2.50
27 H -4.31 -2.92 1.48
28 H -1.53 -2.08 -3.37
29 H -0.83 -0.69 -4.23
30 H -2.38 -0.53 -3.40
31 H 1.46 -1.92 -2.35
32 H 1.91 -0.75 -1.10
33 H 1.79 -0.24 -2.79
34 H -1.45 1.77 -1.15
35 H -0.64 1.87 -2.73
36 H 0.30 1.84 -1.23
37 H -2.28 -4.07 -2.06
38 H -3.26 -4.47 -0.64
39 H -1.95 -5.55 -1.15
40 H 0.83 -3.94 -1.59
41 H 0.87 -5.15 -0.29
42 H 1.47 -3.51 0.00
43 H -2.24 -3.97 2.19
44 H -0.50 -3.83 2.47
45 H -1.17 -5.34 1.84
46 C 4.74 5.47 0.29
47 C 3.66 4.40 0.20
48 C 2.62 4.74 -0.86
49 C 3.03 4.23 1.58
50 N 1.98 3.22 1.59
51 C 2.08 1.92 1.32
52 N 0.87 1.40 1.40
53 N 0.04 2.42 1.71
54 N 0.70 3.52 1.82
55 H 5.25 5.59 -0.67
56 H 5.50 5.22 1.04
57 H 4.30 6.43 0.56
58 H 4.14 3.45 -0.06
59 H 2.16 5.71 -0.64
60 H 1.83 4.00 -0.92
61 H 3.09 4.81 -1.84
62 H 2.56 5.16 1.91
63 H 3.78 3.94 2.31
64 H 2.99 1.34 1.11

No. 3
A cluster of 3 separate species, C14H37B3NO7PS in total at a distorted geometry, computed with ωB97M-V with the def2-TZVPD basis set.

- total energy (Ha) = -1951.4760
- net charge = 0
- max |F| (eV/A) = 1.39

Geometry (Å):
1 C 7.26 -6.96 0.69
2 N 6.49 -5.95 1.40
3 C 6.00 -4.92 0.50
4 B 4.85 -4.05 1.09
5 O 3.87 -4.52 1.93
6 B 2.60 -4.20 1.51
7 C 1.39 -5.17 1.65
8 C 0.86 -5.55 0.24
9 C 0.93 -7.06 -0.01
10 C -0.56 -5.04 -0.01
11 O 2.38 -2.98 0.88
12 B 3.49 -2.27 0.53
13 P 3.28 -0.50 -0.22
14 O 4.38 -0.34 -1.39
15 O 1.88 -0.40 -0.97
16 S 3.51 0.74 1.23
17 O 4.76 -2.71 0.71
18 H 8.10 -6.47 0.20
19 H 7.62 -7.72 1.36
20 H 6.67 -7.44 -0.09
21 H 5.72 -6.39 1.89
22 H 5.64 -5.34 -0.45
23 H 6.81 -4.25 0.26
24 H 1.65 -6.04 2.25
25 H 0.62 -4.61 2.18
26 H 1.49 -5.08 -0.50
27 H 0.17 -7.33 -0.73
28 H 0.72 -7.61 0.90
29 H 1.89 -7.33 -0.42
30 H -1.31 -5.78 0.24
31 H -0.78 -4.12 0.53
32 H -0.67 -4.82 -1.06
33 H 5.24 -0.55 -0.97
34 H 1.77 -1.18 -1.55
35 C -2.99 3.57 0.21
36 C -2.27 3.64 1.54
37 O -2.17 2.40 2.21
38 C -1.47 1.38 1.53
39 C -0.02 1.72 1.23
40 H -3.97 3.12 0.32
41 H -3.11 4.58 -0.21
42 H -2.44 2.98 -0.52
43 H -2.82 4.29 2.22
44 H -1.27 4.09 1.42
45 H -2.00 1.10 0.61
46 H -1.51 0.51 2.19
47 H 0.07 2.54 0.52
48 H 0.48 0.85 0.79
49 H 0.51 2.00 2.14
50 C -4.87 7.58 -0.27
51 C -4.32 7.62 -1.69
52 O -4.98 6.75 -2.59
53 C -6.36 6.99 -2.78
54 C -6.68 8.36 -3.35
55 H -4.88 6.56 0.11
56 H -4.26 8.20 0.39
57 H -5.89 7.96 -0.22
58 H -3.28 7.29 -1.68
59 H -4.32 8.64 -2.07
60 H -6.92 6.82 -1.85
61 H -6.69 6.22 -3.48
62 H -6.42 9.16 -2.65
63 H -7.74 8.44 -3.57
64 H -6.12 8.53 -4.27

Result set for HOMO-LUMO gap: 9.271; 5.385; 8.819 eV, one per record in the order listed.